Entry 1:
ORCA calculation (the ωB97M-V functional and the def2-TZVPD basis) on C27H52AlCaClF18MgN7O9S2Si2 as an isolated structure in a non-equilibrium geometry.

XYZ file:
```
121
Properties=species:S:1:pos:R:3:forces:R:3:mulliken_charge:R:1
C 3.47921 0.23451 2.82447 0.219 -1.304 -3.935 -0.6512
C 3.47981 -0.03211 1.33322 -0.268 2.125 4.432 -0.1424
N 3.69886 -1.38846 0.70220 1.976 1.952 0.887 0.2299
C 4.94373 -2.18598 0.38689 -5.170 -0.219 -0.446 0.0595
N 6.23571 -1.81959 0.66397 -0.640 -3.847 -1.681 0.5132
N 6.66259 -0.64514 1.25950 -0.978 2.847 -0.662 -0.7463
C 7.33566 -2.79054 0.21264 0.371 -1.234 -1.507 -0.4272
C 7.23079 -4.27058 0.94836 -1.255 -2.103 5.614 0.4370
O 7.20976 -4.46820 2.27603 0.133 1.568 -9.222 -0.4835
O 7.10128 -5.43453 0.01165 -1.047 2.429 1.927 -0.4810
N 4.34858 -3.40928 -0.27979 -3.010 2.510 1.479 -0.4510
C 2.84128 -3.28785 -0.30954 4.316 3.104 1.438 0.2180
C 1.95610 -4.49079 -0.98532 0.519 -0.901 0.117 -0.8571
C 0.49516 -4.75532 -0.29022 -0.122 -0.186 -1.012 0.3716
C 0.21476 -6.31242 0.15740 2.736 0.723 0.185 -0.0850
F -0.32196 -6.32224 1.55002 0.538 -0.635 -2.832 -0.2331
N 2.46666 -1.95799 0.30611 1.536 -5.747 -2.955 0.7490
C 1.05951 -1.40569 0.44301 -1.691 1.188 1.023 -0.5398
C 0.48042 -1.48738 2.00917 1.955 2.947 -0.372 0.0954
C -0.15493 0.02999 2.29838 0.983 -0.358 0.334 -0.3419
F -1.19712 0.36808 1.25835 2.016 -0.801 2.077 -0.3095
H 2.71447 1.04444 3.25114 2.513 -1.303 -1.209 0.2211
H 4.21164 -0.35133 3.55016 -1.961 0.775 -1.350 0.3288
H 3.26736 0.93355 0.66422 -0.063 -2.795 1.100 0.2119
H 6.23250 0.13156 0.67611 0.753 -0.897 1.113 0.2284
H 7.69035 -0.48841 1.17084 -1.074 -0.829 0.112 0.2841
H 8.41960 -2.39836 0.41328 -2.381 -0.368 0.014 0.5560
H 7.22735 -2.85506 -0.97341 0.307 -0.298 2.606 0.2137
H 6.15173 -5.78308 0.04540 1.863 0.960 0.300 0.3241
H 2.58456 -5.49261 -0.82860 -0.956 2.466 -0.311 0.2831
H 1.83749 -4.38330 -2.16713 0.429 0.218 2.745 0.2642
H 0.26405 -4.07837 0.64107 0.394 -1.386 -1.696 -0.0219
H -0.32050 -4.50492 -1.12522 1.482 -0.266 1.776 0.2991
H -0.65258 -6.77623 -0.51845 4.380 -1.020 -0.126 0.0071
H 1.16665 -7.01340 0.08626 -2.271 1.377 0.325 0.4182
H 0.99545 -0.26950 0.08219 0.525 -2.581 0.743 0.2100
H 0.25189 -1.97740 -0.20533 2.346 0.734 0.985 0.1136
H -0.31034 -2.34692 2.15587 2.068 2.528 0.078 -0.2296
H 1.43117 -1.68697 2.69791 -2.172 0.668 -1.213 0.3433
H 0.69450 0.85642 2.20719 -1.925 -1.755 -0.162 0.1553
H -0.57776 0.11345 3.38629 0.221 -0.238 -2.380 0.3323
C -1.37708 0.62506 -4.75449 -0.827 0.505 -0.553 0.1262
C -0.80988 -0.74983 -4.37060 0.457 0.187 -1.329 0.7435
C -0.04091 -0.78518 -3.05344 0.697 -0.020 0.661 0.2308
F 1.03072 0.04470 -3.05086 -0.615 -0.778 0.281 -0.2991
F 0.44419 -2.03409 -2.81703 -0.219 -0.252 -0.152 -0.2257
F -0.05844 -1.22367 -5.39955 -0.209 0.076 0.632 -0.2748
F -1.87238 -1.60978 -4.26506 -0.045 0.082 0.552 -0.3387
O -0.59412 1.40052 -5.66746 1.272 0.006 1.246 -0.4027
C 0.47116 2.14704 -5.07760 -1.861 0.266 0.046 0.7356
C 1.85813 1.65079 -5.50812 1.139 -0.473 -0.187 0.1445
F 2.03645 0.33608 -5.22146 -0.281 0.576 -0.331 -0.2093
F 2.84328 2.32482 -4.85570 -0.712 0.108 -0.056 -0.2565
F 0.30612 2.16332 -3.73384 0.412 0.468 -0.508 -0.2446
F 0.29585 3.43037 -5.49049 0.451 -0.653 -0.039 -0.2871
H -2.31188 0.43394 -5.29688 0.352 -0.138 -0.048 0.4374
H -1.68543 1.21083 -3.88014 0.329 -0.220 -0.053 -0.5803
H -0.68828 -0.51739 -2.21244 -0.109 0.082 -0.078 0.1775
H 2.00444 1.78340 -6.58232 -0.210 0.103 0.016 0.2590
Cl -1.31188 -3.49365 1.73984 -2.467 -3.439 -0.941 -0.4482
Mg -1.91188 -6.16865 0.03984 -4.105 2.969 2.700 0.4824
F -3.41188 -1.97849 1.31852 -0.065 0.269 -0.893 -0.4686
N 6.74816 -0.66147 -5.05075 -0.036 -0.515 -0.194 -0.3085
S 7.92112 -1.14672 -4.12557 3.656 -0.317 2.557 1.0060
O 9.21298 -1.39874 -4.75490 -2.174 0.054 0.286 -0.6035
O 7.58348 -2.00247 -2.99430 -0.332 0.585 -1.405 -0.5508
F 8.23947 0.22464 -3.35921 -0.734 0.111 -0.484 -0.2830
S 6.24394 -1.81450 -5.99384 -2.414 -2.157 -2.981 1.1141
O 5.38292 -1.34987 -7.08150 1.115 0.317 2.045 -0.6419
O 5.81201 -3.06602 -5.38471 0.749 1.724 0.056 -0.5631
F 7.54899 -2.25092 -6.79979 0.017 0.186 0.308 -0.2619
Ca -4.81188 -1.24271 0.32259 -0.006 0.059 1.549 1.4060
F -4.71188 -2.23438 3.84759 -0.543 0.175 -0.586 -0.8867
C -2.60988 2.98072 -1.36306 0.028 -0.022 0.003 0.0431
Si -2.57904 4.77762 -1.95474 -0.529 0.525 1.293 0.3180
C -3.51775 4.82634 -3.57794 -0.087 -0.116 -0.246 -0.9788
C -0.78175 5.20223 -2.28311 0.208 -0.086 -0.140 -0.5945
N -3.30010 5.78499 -0.72862 0.526 0.264 -1.321 -0.2432
Si -3.43064 7.50893 -0.95480 -0.297 -0.873 1.010 0.2395
C -4.49558 7.97140 -2.42769 -0.095 0.156 -0.263 -1.0205
C -1.76283 8.34732 -1.12864 0.231 0.169 -0.093 -1.0181
C -4.26007 8.25859 0.57090 0.144 0.025 -0.242 -1.0157
H -2.16027 2.33350 -2.11857 0.087 -0.104 -0.037 -0.6013
H -2.04494 2.86777 -0.43343 -0.065 -0.018 -0.047 0.2117
H -3.63707 2.64610 -1.19211 -0.062 0.047 0.042 0.2529
H -3.16603 4.02903 -4.23920 0.038 -0.039 -0.047 0.3028
H -3.37067 5.77203 -4.10285 -0.055 -0.045 0.037 0.3123
H -4.58920 4.67752 -3.41455 0.066 0.078 -0.015 0.2927
H -0.21887 5.27082 -1.34735 -0.064 0.042 -0.091 0.2796
H -0.68140 6.14664 -2.82310 -0.002 -0.046 0.089 0.2986
H -0.31885 4.42523 -2.89972 -0.016 0.043 0.049 -0.0147
H -3.98976 7.76702 -3.37354 -0.062 -0.030 0.010 0.3257
H -4.72076 9.04304 -2.40745 0.006 -0.038 0.050 0.3550
H -5.44397 7.42733 -2.41211 0.077 0.015 -0.025 0.2715
H -1.07835 8.02529 -0.33768 -0.059 0.005 -0.109 0.2794
H -1.87682 9.43378 -1.05261 -0.041 -0.040 0.028 0.3543
H -1.30204 8.13778 -2.09632 0.034 -0.013 0.069 0.3256
H -3.66975 8.06410 1.47220 -0.095 -0.014 -0.085 0.2700
H -5.26208 7.84444 0.71053 0.062 -0.001 0.041 0.2643
H -4.35235 9.34338 0.44985 -0.026 -0.043 0.070 0.2845
C -7.07145 -3.97737 5.86218 0.351 0.206 -0.234 -0.6809
O -8.22417 -3.28933 5.38264 -0.448 -0.241 0.614 -0.3304
C -9.39013 -3.58088 6.15844 0.260 0.609 -0.347 -0.5035
C -9.68824 -2.46199 7.16335 0.299 -0.552 0.302 -0.4491
O -8.66340 -2.36850 8.15769 -0.179 0.150 -0.499 -0.3817
C -7.74015 -1.31946 7.88476 0.059 -0.022 0.115 -0.7573
H -6.18794 -3.50393 5.42765 -0.076 0.076 -0.196 0.2514
H -6.98835 -3.93325 6.95033 -0.138 -0.012 0.013 0.3001
H -7.10749 -5.02079 5.53835 0.002 -0.148 0.071 0.2900
H -9.29234 -4.54996 6.66438 0.039 0.163 0.058 0.3111
H -10.23006 -3.65418 5.45888 -0.050 0.011 0.035 0.3581
H -10.62133 -2.69852 7.68605 0.001 -0.005 -0.018 0.3658
H -9.82505 -1.50066 6.65408 0.102 -0.110 -0.048 0.3110
H -8.18505 -0.35831 8.16438 0.051 0.064 -0.054 0.3088
H -7.44174 -1.29360 6.83327 -0.033 -0.059 0.062 0.3679
H -6.84668 -1.48216 8.49346 -0.182 -0.041 -0.036 0.2429
F 8.18504 -0.26964 6.63267 -0.582 -0.351 -2.206 -0.4825
Al 7.77870 -0.56184 4.90261 0.403 -0.088 0.281 0.9616
F 8.13818 0.91926 3.94312 -0.509 -1.785 0.969 -0.5089
F 6.02878 -0.96185 4.75626 1.667 0.528 0.009 -0.4825
F 8.76265 -1.93505 4.27853 -1.264 1.777 0.623 -0.4819
```
Forces are in eV/Å.

The calculation puts the LUMO energy at -4.1385 eV. The total energy comes out at -187032.2783 eV. As for the charge: -1.

***

Entry 2:
ORCA calculation (the ωB97M-V functional and the def2-TZVPD basis) on a 3-piece molecular cluster, C27H52BN3O7PS overall in a non-equilibrium geometry.

XYZ file:
```
92
Properties=species:S:1:pos:R:3:forces:R:3:mulliken_charge:R:1
C 2.74864 -0.36509 2.98296 -0.602 -1.190 -0.537 -0.7711
C 2.45344 -0.56704 1.49131 1.013 1.217 0.152 0.9373
O 2.75104 0.23304 0.65174 -0.589 -1.072 0.447 -0.4904
O 1.83610 -1.79392 1.15099 -0.546 0.520 0.123 -0.3481
C 0.59255 -1.95299 1.73709 -0.029 -0.487 0.376 0.2221
O 0.43272 -2.57913 2.74715 -0.049 0.496 -0.650 -0.4808
C -0.54218 -1.30248 0.93395 0.844 0.002 -0.085 -0.8600
C -1.72866 -0.98750 1.85229 -0.081 -0.917 0.354 -0.8695
C -2.82950 -2.05345 1.70444 -0.788 0.327 -0.063 -0.2930
P -3.43903 -2.28829 -0.05241 1.343 -1.234 -0.809 0.4952
O -2.81351 -3.51352 -0.59210 -0.101 -0.098 -0.043 -0.6997
O -3.95823 -1.87056 2.55100 0.294 0.499 -0.061 -0.3908
C -4.60216 -0.61149 2.37516 0.104 0.290 0.581 -0.0196
C -5.74433 -0.56960 3.40510 -0.604 -0.219 -0.676 -1.0724
B -6.61554 0.78358 3.38459 -0.186 -0.037 0.598 0.5144
O -6.16808 1.91713 4.05882 0.574 -0.518 -1.000 -0.4859
O -7.83296 0.80642 2.72417 0.506 -0.163 0.404 -0.5051
C -3.56116 0.54433 2.54272 -0.824 -0.969 1.368 0.1771
S -3.12484 0.71278 4.29847 0.452 0.478 0.055 -0.1465
N -2.35249 0.35017 1.63444 -0.296 0.256 -0.246 0.6518
C -1.42972 1.49145 1.65821 0.374 0.801 -0.681 -0.5121
C -0.46883 1.70760 2.61606 -0.163 -1.428 1.337 0.1538
C 0.36651 2.79912 2.58021 0.128 0.126 0.029 -0.8887
C 0.26312 3.68612 1.52813 0.496 0.456 -0.003 -0.5710
C -0.66958 3.46382 0.53401 0.118 0.601 -0.325 -0.8631
C -1.51685 2.38713 0.61167 -0.835 -0.476 -0.710 -0.3581
H 2.51726 -1.29372 3.51585 0.048 0.277 0.033 0.4102
H 3.81042 -0.15402 3.12206 -0.233 0.352 -0.118 0.1797
H 2.08348 0.42513 3.34282 0.417 0.076 0.046 0.0640
H -0.09859 -0.43633 0.42562 -0.340 0.002 0.116 0.4754
H -0.77518 -2.03359 0.14079 -0.110 0.191 0.181 0.4564
H -1.37019 -1.00247 2.88823 -0.190 0.068 -0.174 0.5878
H -2.37770 -3.01347 1.98654 -0.170 0.104 -0.270 0.6873
H -2.94707 -1.17382 -0.80529 -0.635 0.312 0.346 0.0396
H -4.85295 -2.28920 -0.11560 0.212 0.452 0.360 0.1318
H -5.08909 -0.48224 1.38692 0.429 -0.407 -0.068 0.2099
H -6.43025 -1.36795 3.07882 0.229 0.134 0.045 0.3036
H -5.40680 -0.86421 4.40349 0.203 0.333 -0.195 0.3187
H -5.92738 2.58360 3.40140 -0.486 0.532 0.451 0.3094
H -8.54163 0.53590 3.32263 -0.251 0.122 -0.344 0.3100
H -4.05857 1.47459 2.24960 0.444 -0.013 0.068 0.8546
H -2.82490 -0.56132 4.64218 -0.248 0.105 -0.495 0.2073
H -2.74272 0.33203 0.68264 0.145 0.081 0.037 0.5264
H -0.38608 1.00893 3.44669 0.034 0.145 -0.121 0.6518
H 1.08641 2.93431 3.38164 -0.061 0.053 -0.194 0.4734
H 0.93114 4.54118 1.47436 -0.137 -0.114 -0.029 0.4254
H -0.74128 4.13506 -0.31684 0.014 -0.080 0.163 0.4585
H -2.24670 2.22989 -0.18567 0.104 0.031 0.111 0.4121
C 5.78225 -0.02368 -0.58367 0.011 -0.049 0.001 -1.3083
C 7.26179 0.17491 -0.28979 -0.146 -0.130 -0.050 -0.3652
N 7.50514 0.94945 0.91383 0.112 0.252 0.064 0.1133
C 8.88051 1.40719 1.03935 0.199 0.143 -0.090 -0.6867
C 9.97892 0.35005 1.18818 0.081 0.035 0.081 -0.9709
C 6.89771 0.43844 2.12793 -0.272 -0.127 0.071 -0.5623
C 7.23848 -0.99345 2.55828 -0.036 -0.009 0.141 -1.0712
H 5.25439 0.93060 -0.60536 0.013 -0.006 0.076 0.3150
H 5.65755 -0.49837 -1.55816 0.025 -0.024 0.022 0.4789
H 5.30366 -0.66839 0.15521 -0.019 0.017 -0.017 0.1150
H 7.69594 0.70971 -1.13867 0.145 0.071 0.138 0.4746
H 7.75380 -0.80865 -0.25720 0.000 -0.032 -0.072 0.2502
H 8.94616 2.10481 1.87927 -0.132 -0.072 0.054 0.3540
H 9.11103 2.01123 0.15597 -0.112 -0.071 -0.063 0.4199
H 9.97133 -0.10852 2.17628 -0.022 -0.064 -0.033 0.2227
H 10.95672 0.82006 1.06466 -0.021 0.007 -0.013 0.3989
H 9.89947 -0.43622 0.43662 -0.024 0.001 0.013 0.2809
H 5.80956 0.50553 2.01436 0.014 0.003 -0.126 0.1926
H 7.12618 1.11976 2.95202 0.156 0.062 -0.109 0.3136
H 7.16890 -1.70328 1.73278 0.013 0.033 -0.021 0.2712
H 6.53357 -1.32161 3.32744 0.009 0.003 -0.003 0.4093
H 8.23404 -1.06346 2.99228 0.025 -0.055 -0.079 0.3270
C -1.77855 1.32916 -4.72934 -0.016 0.040 -0.090 -1.2991
C -2.11055 -0.12161 -5.04952 0.059 0.158 -0.053 -0.4350
N -3.43662 -0.51812 -4.60899 -0.142 -0.172 0.402 0.2648
C -3.64416 -1.96007 -4.62623 0.113 -0.237 0.091 -0.5740
C -3.59834 -2.67975 -5.97634 -0.095 -0.092 -0.010 -1.1819
C -4.54061 0.28504 -5.11392 -0.034 0.341 -0.087 -0.7103
C -4.69937 0.41409 -6.63201 -0.147 0.005 -0.030 -0.9971
H -1.92989 1.54083 -3.66780 -0.058 -0.021 -0.008 0.2035
H -0.73300 1.53054 -4.96642 -0.016 -0.013 -0.018 0.4397
H -2.38344 2.02560 -5.31148 0.001 0.016 0.044 0.2986
H -1.37495 -0.74660 -4.53484 -0.140 -0.164 -0.024 0.4659
H -1.96403 -0.29053 -6.12552 0.082 0.023 -0.014 0.2506
H -4.59805 -2.18706 -4.13971 -0.053 0.157 -0.049 0.3629
H -2.88511 -2.41156 -3.97743 0.075 0.097 -0.033 0.3200
H -4.48630 -2.47969 -6.57405 0.047 0.047 -0.047 0.2490
H -3.56270 -3.75868 -5.81316 0.017 0.019 0.021 0.4222
H -2.71634 -2.40996 -6.55787 -0.013 0.026 0.007 0.2870
H -4.44328 1.29354 -4.70005 0.106 -0.020 -0.008 0.3849
H -5.47552 -0.09183 -4.69052 0.100 -0.183 0.030 0.3607
H -3.75776 0.64811 -7.13045 0.010 -0.018 0.028 0.2545
H -5.39456 1.22554 -6.85721 0.016 -0.002 0.017 0.3848
H -5.11206 -0.48906 -7.07781 0.095 -0.016 -0.042 0.2566
```
Forces are in eV/Å.

The calculation puts the LUMO energy at -2.8909 eV. The total energy comes out at -68439.9547 eV. As for the charge: +1.